The following is a quantum chemistry calculation of 8 unconnected molecules or ions with the total composition C4H25N3O8 in a non-equilibrium geometry, from the OMol25 dataset.

Geometry (Å):
1 O 1.62 0.51 -0.12
2 C 0.94 -0.13 -0.92
3 N 1.20 -1.46 -1.03
4 C -0.04 -2.24 -1.33
5 N -0.80 -2.33 -0.17
6 C -0.08 0.67 -1.61
7 N -0.53 1.96 -1.01
8 C 0.43 3.05 -1.22
9 H 1.76 -1.91 -0.19
10 H 0.27 -3.25 -1.69
11 H -0.67 -1.74 -2.19
12 H -0.37 -2.75 0.63
13 H -1.36 -1.57 0.24
14 H -1.01 0.09 -1.73
15 H 0.31 0.84 -2.71
16 H -0.65 1.79 0.00
17 H 0.87 3.43 -0.27
18 H 1.24 2.72 -1.84
19 H -0.10 3.85 -1.78
20 H 3.23 2.96 0.03
21 H 2.84 2.23 1.30
22 O 2.58 2.94 0.74
23 H -2.12 1.72 -2.06
24 H -3.33 2.42 -2.70
25 O -2.89 1.56 -2.78
26 H -3.15 0.55 1.69
27 H -2.10 1.14 2.52
28 O -2.21 0.62 1.68
29 H 1.88 -2.63 3.23
30 H 2.00 -2.24 1.80
31 O 1.81 -3.08 2.38
32 H 3.21 -0.35 2.35
33 H 2.66 -0.20 0.91
34 O 3.00 -0.84 1.61
35 H -0.67 -1.18 3.15
36 H -0.19 -2.11 4.10
37 O 0.17 -1.57 3.42
38 H -5.04 0.00 -1.95
39 H -3.75 0.59 -1.60
40 O -4.37 -0.09 -1.34

Output
spin multiplicity = 2
charge = +1
calculated total energy = -933.1891 a.u.
HOMO-LUMO gap (alpha / beta) = 10.1 / 4.4 eV
energy above the lowest of the compared OMol25 structures with the same formula, charge and spin = 62.0 kcal/mol



The following is a quantum chemistry calculation of a molecular structure, C4H25NO10 in a non-equilibrium geometry, from the OMol25 dataset.

Geometry (Å):
1 C 0.84 0.60 -1.81
2 O 1.96 -0.11 -2.39
3 C 1.12 0.83 -0.34
4 C -0.13 1.27 0.44
5 C 0.08 2.47 1.37
6 O -0.53 3.63 0.94
7 N 1.85 -0.21 0.42
8 H -0.09 0.02 -2.01
9 H 0.84 1.53 -2.41
10 H 1.86 1.66 -0.18
11 H -0.42 0.38 1.04
12 H -0.88 1.43 -0.34
13 H -0.44 2.17 2.34
14 H 1.15 2.57 1.68
15 H 1.31 -1.08 0.44
16 H 2.75 -0.48 0.03
17 H -2.58 0.16 2.21
18 H -2.34 -1.26 1.68
19 O -2.55 -0.76 2.51
20 H -2.45 -2.25 -0.39
21 H -2.92 0.31 -0.84
22 O -1.78 -1.92 0.21
23 H 4.04 1.09 -0.88
24 H 3.70 0.39 -2.15
25 O 4.47 0.53 -1.54
26 H 0.33 -4.33 0.32
27 H -0.93 -2.52 0.06
28 O 0.18 -3.44 0.02
29 H 1.82 -1.07 -2.40
30 H -3.11 1.89 -1.02
31 O -3.26 0.98 -1.44
32 H 2.14 -2.33 -1.61
33 H 0.98 -3.34 -1.13
34 O 1.80 -3.20 -1.84
35 H -2.00 3.26 -1.43
36 H -1.54 3.52 0.25
37 O -2.43 3.29 -0.56
38 H -1.41 -1.73 3.48
39 H -0.47 -2.94 3.32
40 O -0.87 -2.37 3.99

Output
spin multiplicity = 1
charge = -2
calculated total energy = -974.5652 a.u.
HOMO-LUMO gap = 7.5 eV
energy above the lowest of the compared OMol25 structures with the same formula, charge and spin = 0.0 kcal/mol



The following is a quantum chemistry calculation of 10 unconnected molecules or ions with the total composition C4H25NO9 in a non-equilibrium geometry, from the OMol25 dataset.

Geometry (Å):
1 C -2.86 -0.52 -0.80
2 C -2.36 -1.67 -0.30
3 C -1.02 -1.84 0.23
4 C -0.74 -2.66 1.25
5 N 0.36 -2.60 2.10
6 H -3.90 -0.47 -1.08
7 H -2.37 0.45 -0.86
8 H -2.97 -2.56 -0.35
9 H -0.18 -1.24 -0.11
10 H -1.47 -3.41 1.55
11 H 1.07 -3.33 2.05
12 H 0.86 -1.71 2.13
13 O -1.60 0.06 -3.57
14 H -1.68 -0.87 -3.82
15 H -1.91 0.09 -2.65
16 O 2.64 0.19 2.76
17 H 2.36 0.26 1.85
18 H 2.94 1.01 3.17
19 O -2.81 2.87 1.43
20 H -3.00 2.01 1.06
21 H -2.56 2.73 2.35
22 O 3.10 -0.16 -0.13
23 H 2.87 0.62 -0.65
24 H 3.94 -0.35 -0.56
25 O 1.77 2.50 -1.14
26 H 1.95 3.46 -1.16
27 H 1.32 2.45 -2.01
28 O 0.52 1.69 -3.49
29 H -0.11 1.29 -4.10
30 H 0.41 1.02 -2.80
31 O 1.83 -2.59 -1.98
32 H 1.77 -1.98 -1.20
33 H 2.76 -2.82 -1.87
34 O 0.96 2.37 1.32
35 H 0.05 2.14 1.50
36 H 1.13 2.45 0.35
37 O -1.29 0.68 3.25
38 H -0.42 0.71 2.83
39 H -1.36 -0.26 3.44

Output
spin multiplicity = 1
calculated total energy = -899.2604 a.u.
HOMO-LUMO gap = 8.9 eV
energy above the lowest of the compared OMol25 structures with the same formula, charge and spin = 49.8 kcal/mol
SMILES = C=C/C=C/N.O.O.O.O.O.O.O.O.O



The following is a quantum chemistry calculation of 10 unconnected molecules or ions with the total composition C4H25O11 in a non-equilibrium geometry, from the OMol25 dataset.

Geometry (Å):
1 O -1.08 -0.86 1.31
2 C -0.89 -1.33 0.19
3 O -0.70 -2.52 -0.07
4 C -0.98 -0.30 -0.93
5 C -1.70 -0.97 -2.05
6 C -1.38 -0.41 -3.49
7 H -0.01 0.05 -1.13
8 H -1.52 0.66 -0.54
9 H -2.82 -0.92 -1.85
10 H -1.41 -2.02 -2.10
11 H -2.08 0.16 -4.04
12 H -0.61 0.41 -3.51
13 H -1.05 -1.16 -4.14
14 H 1.55 -3.03 1.55
15 H 1.56 -4.04 2.73
16 O 2.08 -3.51 2.19
17 H -0.78 -1.77 2.41
18 H -0.91 -2.13 4.03
19 O -0.33 -2.08 3.33
20 H -0.50 0.68 1.61
21 H 0.20 1.02 2.97
22 O 0.28 1.25 2.07
23 H 2.12 2.94 1.03
24 H 0.86 2.17 0.99
25 O 1.37 2.87 0.46
26 H 3.81 0.72 -3.38
27 H 2.78 1.85 -3.02
28 O 3.20 1.35 -3.87
29 H 2.24 1.65 -0.44
30 H 3.45 0.61 0.07
31 O 3.08 1.19 -0.70
32 H 1.50 -0.73 3.22
33 H 2.42 -1.87 3.62
34 O 2.35 -1.01 3.37
35 H -3.83 -0.12 2.85
36 H -2.59 0.14 2.03
37 O -3.11 0.40 2.78
38 H -1.45 3.70 -2.93
39 H -2.99 3.54 -3.06
40 O -2.12 3.44 -3.55

Output
spin multiplicity = 1
charge = -1
calculated total energy = -995.0867 a.u.
HOMO-LUMO gap = 9.1 eV
energy above the lowest of the compared OMol25 structures with the same formula, charge and spin = 48.5 kcal/mol



The following is a quantum chemistry calculation of 14 unconnected molecules or ions with the total composition C4H26BO21 in a non-equilibrium geometry, from the OMol25 dataset.

Geometry (Å):
1 O 3.35 -1.17 1.58
2 C 2.26 -0.79 1.18
3 O 1.42 -1.38 0.29
4 B 0.27 -0.46 -0.07
5 O 0.45 0.69 0.82
6 C 1.66 0.56 1.50
7 O 2.14 1.42 2.30
8 O -1.07 -1.03 0.10
9 C -1.77 -0.87 -0.95
10 O -2.93 -1.15 -1.22
11 C -0.86 -0.18 -2.02
12 O 0.39 -0.08 -1.49
13 O -1.20 0.02 -3.19
14 O -1.36 -3.25 1.53
15 H -0.63 -2.65 1.36
16 H -1.89 -2.79 2.19
17 O -4.61 -1.54 -3.25
18 H -3.87 -1.42 -2.66
19 H -4.36 -2.28 -3.80
20 O 3.74 -2.35 -1.30
21 H 3.00 -1.84 -0.99
22 H 3.48 -3.26 -1.19
23 O 0.43 -0.11 4.66
24 H 0.27 0.80 4.41
25 H 1.38 -0.18 4.70
26 O -1.55 2.96 0.91
27 H -2.10 2.54 0.24
28 H -1.33 2.25 1.52
29 O 2.61 2.02 5.42
30 H 2.98 1.42 4.78
31 H 1.86 2.41 4.97
32 O 5.84 -2.70 1.16
33 H 6.35 -2.44 1.93
34 H 5.05 -2.16 1.21
35 O -4.23 1.25 -3.49
36 H -3.28 1.21 -3.43
37 H -4.49 0.39 -3.82
38 O -2.46 1.05 -6.02
39 H -1.56 1.26 -5.77
40 H -2.93 1.89 -5.96
41 O -4.59 -0.60 1.55
42 H -4.17 -1.27 1.00
43 H -3.87 -0.17 2.00
44 O 2.46 1.80 -1.82
45 H 1.71 2.21 -1.39
46 H 2.07 1.16 -2.42
47 O 3.34 -0.55 4.72
48 H 4.12 0.01 4.74
49 H 3.32 -0.89 3.82
50 O -1.57 3.41 -3.05
51 H -1.90 4.12 -3.60
52 H -1.32 2.72 -3.66

Output
spin multiplicity = 1
charge = -1
calculated total energy = -1773.2424 a.u.
HOMO-LUMO gap = 9.6 eV
energy above the lowest of the compared OMol25 structures with the same formula, charge and spin = 38.8 kcal/mol



The following is a quantum chemistry calculation of 8 unconnected molecules or ions with the total composition C4H27N2O7 in a non-equilibrium geometry, from the OMol25 dataset.

Geometry (Å):
1 C 1.85 1.74 1.19
2 N 1.66 0.51 2.17
3 C 2.34 1.43 -0.23
4 N 1.21 0.67 -1.05
5 C 1.66 0.60 -2.52
6 C 1.44 1.98 -3.15
7 H 1.05 2.41 1.35
8 H 2.68 2.29 1.68
9 H 0.63 0.31 2.38
10 H 2.09 0.72 3.04
11 H 2.63 2.38 -0.91
12 H 3.17 0.86 -0.17
13 H 1.15 -0.30 -0.65
14 H 0.24 1.06 -1.17
15 H 0.98 -0.24 -2.82
16 H 2.56 0.33 -2.84
17 H 2.17 2.75 -3.01
18 H 1.25 2.03 -4.25
19 H 0.42 2.45 -2.93
20 H -0.18 -4.64 3.01
21 H -1.75 -4.27 2.99
22 O -0.89 -4.35 2.45
23 H -4.39 0.51 -0.40
24 H -3.49 -0.78 -0.53
25 O -3.57 0.04 -0.17
26 H -1.29 -2.41 0.49
27 H -0.36 -3.39 0.86
28 O -0.35 -2.58 0.35
29 H -2.48 4.12 1.57
30 H -2.94 2.70 1.62
31 O -2.13 3.22 1.59
32 H 2.92 -1.63 0.63
33 H 3.81 -2.02 -0.37
34 O 3.29 -1.31 -0.16
35 H -3.21 -3.43 -0.80
36 H -2.10 -2.48 -1.02
37 O -2.95 -2.50 -0.62
38 H -2.35 1.27 -0.54
39 H -1.52 2.40 0.14
40 O -1.58 1.76 -0.55

Output
spin multiplicity = 1
charge = +1
calculated total energy = -804.5003 a.u.
HOMO-LUMO gap = 10.4 eV
energy above the lowest of the compared OMol25 structures with the same formula, charge and spin = 77.9 kcal/mol



The following is a quantum chemistry calculation of 10 unconnected molecules or ions with the total composition C4H27NO10S in a non-equilibrium geometry, from the OMol25 dataset.

Geometry (Å):
1 O -1.79 2.47 -0.97
2 C -0.98 2.77 -0.17
3 N -0.99 2.05 0.99
4 C 0.33 1.97 1.84
5 C 0.95 0.64 1.69
6 C 0.62 -0.35 2.84
7 S -0.77 -1.46 2.40
8 H -0.19 3.54 -0.30
9 H -1.63 1.25 0.98
10 H 1.04 2.85 1.63
11 H 0.07 2.16 2.88
12 H 0.57 0.29 0.82
13 H 2.13 0.69 1.69
14 H 1.58 -0.86 2.85
15 H 0.32 0.23 3.75
16 H -1.43 -0.27 1.88
17 O -3.89 0.95 0.84
18 H -4.83 0.88 1.01
19 H -3.79 1.79 0.32
20 O 1.82 -1.76 1.02
21 H 2.60 -2.00 0.37
22 H 1.20 -2.54 0.90
23 O -0.19 -4.02 -1.88
24 H -0.34 -3.10 -1.84
25 H -0.83 -4.41 -2.33
26 O 2.16 2.84 -0.18
27 H 2.48 2.00 -0.32
28 H 2.67 3.37 -0.66
29 O 2.01 0.08 -1.21
30 H 1.56 -0.02 -2.01
31 H 1.73 -0.66 -0.64
32 O 0.64 1.25 -3.10
33 H 0.57 1.68 -2.18
34 H -0.16 1.61 -3.66
35 O 1.08 -4.10 0.25
36 H 0.38 -4.46 -0.47
37 H 1.96 -4.16 -0.14
38 O -0.16 -1.42 -2.11
39 H -0.34 -1.20 -3.06
40 H -0.89 -0.97 -1.59
41 O -2.22 -0.21 -0.86
42 H -2.93 -0.15 -0.26
43 H -2.08 0.76 -1.03

Output
spin multiplicity = 1
calculated total energy = -1373.8682 a.u.
HOMO-LUMO gap = 8.9 eV
energy above the lowest of the compared OMol25 structures with the same formula, charge and spin = 40.0 kcal/mol
SMILES = O=CNCCCS.O.O.O.O.O.O.O.O.O



The following is a quantum chemistry calculation of 11 unconnected molecules or ions with the total composition C4H27NO12S in a non-equilibrium geometry, from the OMol25 dataset.

Geometry (Å):
1 C -1.86 -1.15 0.57
2 N -1.57 -1.86 -0.66
3 C -0.23 -2.41 -0.69
4 O 0.39 -2.48 0.38
5 O 0.18 -2.72 -1.85
6 C -3.04 -0.15 0.44
7 C -3.10 0.67 1.77
8 S -3.48 2.43 1.55
9 H -1.03 -0.51 0.85
10 H -2.06 -1.71 1.50
11 H -2.30 -2.26 -1.20
12 H -2.67 0.58 -0.30
13 H -4.03 -0.53 0.19
14 H -2.17 0.69 2.32
15 H -3.87 0.13 2.33
16 H -1.06 1.68 0.16
17 H -0.44 2.56 1.13
18 O -0.18 2.08 0.31
19 H 3.58 -0.61 -2.75
20 H 3.62 0.84 -2.34
21 O 3.95 0.25 -3.03
22 H 1.76 -1.99 -3.27
23 H 2.12 -1.90 -1.84
24 O 2.52 -2.05 -2.69
25 H 2.03 -2.08 2.79
26 H 0.74 -2.82 3.02
27 O 1.54 -2.55 3.48
28 H -0.40 -1.04 -2.65
29 H -0.74 0.15 -1.85
30 O -0.42 -0.07 -2.73
31 H 1.30 3.44 1.55
32 H 1.72 3.41 -0.03
33 O 1.98 3.53 0.88
34 H -1.84 3.45 2.18
35 H -0.76 2.73 2.86
36 O -0.89 3.63 2.52
37 H -1.12 2.21 -2.87
38 H -0.73 3.23 -1.79
39 O -0.67 3.06 -2.74
40 H 1.77 -3.93 -0.08
41 H 1.68 -4.22 1.42
42 O 2.07 -4.52 0.60
43 H 2.63 0.16 -0.02
44 H 2.17 1.62 0.24
45 O 2.92 1.01 0.35

Output
spin multiplicity = 1
charge = -2
calculated total energy = -1524.5274 a.u.
HOMO-LUMO gap = 7.1 eV
energy above the lowest of the compared OMol25 structures with the same formula, charge and spin = 57.6 kcal/mol



The following is a quantum chemistry calculation of 10 unconnected molecules or ions with the total composition C4H27O10 in a non-equilibrium geometry, from the OMol25 dataset.

Geometry (Å):
1 O 1.04 -2.82 1.54
2 H 0.36 -2.57 0.90
3 H 0.99 -2.36 2.37
4 H 0.90 -3.76 1.67
5 C 3.42 0.61 1.62
6 C 3.59 1.69 0.56
7 C 3.52 3.13 1.05
8 O 4.68 1.41 -0.35
9 H 3.46 -0.44 1.34
10 H 2.51 0.71 2.20
11 H 4.16 0.78 2.40
12 H 2.64 1.69 0.02
13 H 4.45 3.52 1.48
14 H 2.63 3.32 1.65
15 H 3.30 3.80 0.23
16 C -0.48 -0.29 -0.46
17 O -0.88 -1.49 0.26
18 H -0.90 0.64 -0.10
19 H 0.59 -0.18 -0.26
20 H -0.69 -0.36 -1.53
21 O -1.07 -0.10 -4.75
22 H -1.11 0.33 -3.89
23 H -1.79 -0.73 -4.74
24 O -0.34 -3.74 -2.41
25 H -1.19 -3.69 -1.96
26 H 0.09 -2.91 -2.21
27 O -2.70 -2.80 -1.30
28 H -3.22 -3.05 -0.53
29 H -1.96 -2.31 -0.94
30 O -3.43 0.46 1.02
31 H -2.64 -0.03 0.79
32 H -3.40 1.24 0.46
33 O -2.24 2.61 -1.41
34 H -2.39 3.51 -1.71
35 H -1.77 2.70 -0.58
36 O -3.26 -3.15 1.47
37 H -3.76 -2.34 1.41
38 H -2.35 -2.87 1.43
39 O -0.51 3.23 0.81
40 H 0.18 2.62 1.07
41 H -0.39 3.99 1.39

Output
spin multiplicity = 1
charge = -1
calculated total energy = -920.8598 a.u.
HOMO-LUMO gap = 3.6 eV
energy above the lowest of the compared OMol25 structures with the same formula, charge and spin = 149.5 kcal/mol



The following is a quantum chemistry calculation of 12 unconnected molecules or ions with the total composition C4H28N2O11 in a non-equilibrium geometry, from the OMol25 dataset.

Geometry (Å):
1 C -2.01 -1.53 2.42
2 C -2.10 -0.29 1.59
3 C -2.51 0.94 2.09
4 N -2.65 1.72 0.94
5 C -2.35 0.99 -0.14
6 N -2.02 -0.23 0.25
7 H -0.96 -1.68 2.73
8 H -2.40 -1.37 3.42
9 H -2.39 -2.47 2.05
10 H -2.98 1.43 2.92
11 H -3.00 2.64 1.12
12 H -2.07 1.36 -1.12
13 O 0.03 -0.94 -3.64
14 H -0.75 -1.37 -3.24
15 H 0.84 -1.15 -3.14
16 O 1.64 0.66 2.38
17 H 1.00 0.89 1.69
18 H 1.08 0.52 3.15
19 O 0.86 1.80 -0.08
20 H 0.43 1.53 -0.93
21 H 0.26 2.18 0.55
22 O 4.30 -1.17 -0.21
23 H 4.49 -0.26 -0.47
24 H 3.70 -1.05 0.53
25 O -2.20 -1.88 -2.07
26 H -2.34 -2.82 -1.92
27 H -1.98 -1.45 -1.24
28 O -0.31 -3.73 -0.89
29 H -0.13 -4.49 -0.33
30 H 0.37 -3.07 -0.74
31 O -0.10 1.54 -2.66
32 H 0.69 2.05 -2.84
33 H -0.05 0.59 -2.96
34 O -1.21 4.10 1.73
35 H -0.33 4.38 1.99
36 H -1.55 4.78 1.14
37 O 2.15 -1.73 -2.15
38 H 3.06 -1.97 -1.95
39 H 1.72 -1.63 -1.31
40 O 3.78 2.09 -0.04
41 H 3.13 2.04 0.67
42 H 3.28 2.00 -0.84
43 O 0.91 -1.32 0.34
44 H 0.13 -0.76 0.17
45 H 0.55 -1.87 1.05

Output
spin multiplicity = 1
calculated total energy = -1106.3794 a.u.
HOMO-LUMO gap = 9.3 eV
energy above the lowest of the compared OMol25 structures with the same formula, charge and spin = 41.8 kcal/mol
SMILES = Cc1c[nH]cn1.O.O.O.O.O.O.O.O.O.O.O



The following is a quantum chemistry calculation of 11 unconnected molecules or ions with the total composition C4H28NO13 in a non-equilibrium geometry, from the OMol25 dataset.

Geometry (Å):
1 C -1.83 1.36 -0.68
2 C -0.44 1.70 0.12
3 C -0.50 3.13 0.67
4 O -0.43 0.77 1.16
5 N -1.87 0.02 -1.17
6 C -0.75 -0.43 -1.78
7 O -0.77 -1.69 -1.71
8 O 0.20 0.28 -2.22
9 H -2.64 1.47 0.19
10 H -2.13 2.16 -1.51
11 H 0.41 1.72 -0.51
12 H 0.54 3.51 0.56
13 H -0.74 3.07 1.73
14 H -1.12 4.00 0.21
15 H 0.62 0.80 1.50
16 H -2.33 -0.65 -0.63
17 H -1.90 -1.15 1.48
18 H -3.42 -1.53 1.60
19 O -2.85 -0.84 1.25
20 H 2.68 -0.80 0.50
21 H 3.28 -0.22 -0.78
22 O 3.31 -0.04 0.20
23 H -1.20 -3.60 2.00
24 H 0.00 -2.42 1.87
25 O -0.86 -2.65 2.33
26 H -0.69 -3.11 -0.88
27 H -0.05 -3.80 0.41
28 O -0.10 -3.92 -0.54
29 H 1.50 -2.02 0.06
30 H 0.54 -0.73 0.73
31 O 1.20 -1.53 1.00
32 H 2.73 1.37 0.97
33 H 2.93 2.51 1.79
34 O 2.29 2.03 1.40
35 H -0.61 1.54 -2.91
36 H -2.01 1.63 -3.41
37 O -1.25 2.18 -3.26
38 H 1.84 -0.03 -2.33
39 H 2.95 0.59 -2.86
40 O 2.74 -0.12 -2.33
41 H 1.25 -2.30 -1.88
42 H 1.98 -3.54 -1.31
43 O 2.00 -2.56 -1.17
44 H -1.54 1.16 2.59
45 H -1.38 1.04 4.11
46 O -1.57 1.63 3.44

Output
spin multiplicity = 1
charge = -1
calculated total energy = -1202.1192 a.u.
HOMO-LUMO gap = 8.5 eV
energy above the lowest of the compared OMol25 structures with the same formula, charge and spin = 113.4 kcal/mol